1.
Density functional theory data (the ωB97M-V functional and the def2-TZVPD basis) for a cluster of 3 separate species, C4H11NO3 in total.

Structure (ORCA input):
```
! wB97M-V def2-TZVPD RIJCOSX def2/J DEFGRID3
* xyz 0 1
C -1.528 0.372 -0.624
O -2.193 0.461 0.459
C -0.145 -0.463 -0.392
C 0.604 -1.287 -1.484
C 1.806 -1.908 -1.316
O 1.989 -1.413 1.252
N 0.702 0.451 0.352
H -2.201 0.068 -1.440
H -0.935 1.262 -1.054
H -1.993 3.478 0.674
H -0.521 -1.100 0.440
H 2.236 -1.787 -0.313
H 0.205 -1.348 -2.497
H 2.393 -2.458 -2.075
H 1.176 1.142 -0.255
H 2.980 -1.216 1.462
H 1.305 -0.170 0.955
H -1.583 2.141 0.993
O -1.346 3.020 1.233
*
```

## Properties
frontier orbital gap = 4.92 eV
F_max = 0.107 hartree/bohr
energy above the lowest of the compared OMol25 structures with the same formula, charge and spin = 10.0017 eV
DFT total energy = -439.15837 a.u.
E_HOMO = -9.29 eV


2.
Density functional theory data (the ωB97M-V functional and the def2-TZVPD basis) for a structure of composition C4H11NO3.

Structure (ORCA input):
```
! wB97M-V def2-TZVPD RIJCOSX def2/J DEFGRID3
* xyz 0 1
C -0.058 0.184 1.308
N 0.377 1.532 1.165
O 1.039 -0.634 1.766
H 0.731 -1.543 1.865
H 1.005 1.633 0.375
H 0.884 1.848 1.986
H -0.866 0.164 2.056
H -1.238 -1.133 0.608
C 1.563 -0.761 -1.403
C -1.777 0.674 -0.767
C -0.603 -0.237 -0.516
O 0.411 0.103 -1.351
O -0.762 -1.569 -0.296
H 2.092 -0.739 -0.450
H 2.155 -0.379 -2.231
H 1.265 -1.779 -1.655
H -2.274 0.332 -1.677
H -2.492 0.595 0.046
H -1.452 1.709 -0.830
*
```

## Properties
frontier orbital gap = 9.10 eV
F_max = 0.090 hartree/bohr
energy above the lowest of the compared OMol25 structures with the same formula, charge and spin = 3.9230 eV
DFT total energy = -439.38175 a.u.
E_HOMO = -8.34 eV


3.
Density functional theory data (the ωB97M-V functional and the def2-TZVPD basis) for a cluster of 2 separate species, C4H11NO3 in total.

Structure (ORCA input):
```
! wB97M-V def2-TZVPD RIJCOSX def2/J DEFGRID3
* xyz 0 1
O 1.051 0.519 1.801
C 0.864 -0.670 1.962
N -0.075 -1.390 1.299
C -0.940 -0.728 0.344
C -0.458 -0.781 -1.102
C -1.374 0.055 -1.985
O 0.868 -0.291 -1.209
H 1.391 -1.216 2.755
H 0.044 -2.372 1.124
H -1.062 0.313 0.642
H -1.950 -1.139 0.443
H -0.409 -1.790 -1.501
H -2.452 0.043 -1.805
H -1.273 -0.253 -3.026
H -1.131 1.109 -1.889
H 0.856 0.621 -0.894
H 0.248 3.579 -0.673
H 0.170 2.467 0.375
O 0.037 2.645 -0.572
*
```

## Properties
frontier orbital gap = 10.37 eV
SMILES string = C[C@@H](O)CNC=O.O
F_max = 0.017 hartree/bohr
energy above the lowest of the compared OMol25 structures with the same formula, charge and spin = 0.9143 eV
DFT total energy = -439.49232 a.u.
E_HOMO = -9.59 eV


4.
Density functional theory data (the ωB97M-V functional and the def2-TZVPD basis) for a cluster of 2 separate species, C4H11NO3 in total.

Structure (ORCA input):
```
! wB97M-V def2-TZVPD RIJCOSX def2/J DEFGRID3
* xyz 1 2
O -0.741 2.288 -0.938
C -0.625 1.927 0.340
C -0.579 0.315 0.331
C 0.707 -0.156 -0.409
C 0.649 -1.653 -0.755
O 0.896 0.581 -1.559
N -1.739 -0.237 -0.240
H -1.402 2.302 1.008
H -0.528 -0.072 1.357
H 1.613 -0.050 0.174
H 1.577 -2.061 -1.144
H 0.485 -2.131 0.204
H -0.107 -1.909 -1.451
H 0.154 1.450 -1.558
H -2.025 0.170 -1.117
H -2.508 -0.287 0.392
H 0.349 2.170 0.788
H 2.304 -1.561 2.460
O 1.519 -1.086 2.117
*
```

## Properties
frontier orbital gap (spin up / spin down) = 7.00 / 6.21 eV
F_max = 0.043 hartree/bohr
⟨S²⟩ = 1.764
energy above the lowest of the compared OMol25 structures with the same formula, charge and spin = 6.5117 eV
DFT total energy = -438.95336 a.u.
E_HOMO (spin up / spin down) = -14.45 / -14.57 eV


5.
Density functional theory data (the ωB97M-V functional and the def2-TZVPD basis) for a cluster of 2 separate species, C4H11NO3 in total.

Structure (ORCA input):
```
! wB97M-V def2-TZVPD RIJCOSX def2/J DEFGRID3
* xyz 1 2
C -0.508 -0.352 -1.386
N -0.933 -1.470 -0.438
C -1.630 -1.239 0.739
O -2.364 -0.036 0.769
O -1.676 -1.916 1.775
C 0.974 -0.061 -1.316
C 1.405 -0.032 0.194
H -0.738 -0.499 -2.462
H -1.268 0.457 -1.167
H -0.513 -2.374 -0.521
H -3.181 0.066 1.165
H 1.259 0.914 -1.940
H 1.560 -0.765 -1.958
H 1.887 0.999 0.430
H 0.795 -0.400 0.979
H 2.033 -0.897 0.676
H 0.545 1.899 1.624
H 1.119 3.111 1.025
O 1.233 2.595 1.813
*
```

## Properties
frontier orbital gap (spin up / spin down) = 10.49 / 4.59 eV
F_max = 0.130 hartree/bohr
⟨S²⟩ = 0.782
energy above the lowest of the compared OMol25 structures with the same formula, charge and spin = 3.6640 eV
DFT total energy = -439.05802 a.u.
E_HOMO (spin up / spin down) = -14.38 / -14.37 eV


6.
Density functional theory data (the ωB97M-V functional and the def2-TZVPD basis) for a cluster of 2 separate species, C4H11NO3 in total.

Structure (ORCA input):
```
! wB97M-V def2-TZVPD RIJCOSX def2/J DEFGRID3
* xyz 1 2
C 0.724 -0.286 -1.294
C -0.678 -0.279 -1.911
O -0.557 0.414 -3.196
C 0.839 -0.932 0.044
N 1.414 0.017 0.952
C 0.996 -0.167 2.349
O 0.586 -2.065 0.261
H 1.275 -0.957 -2.094
H 1.218 0.777 -1.481
H -1.338 0.379 -1.341
H -1.311 -1.403 -1.859
H 0.164 1.176 -3.077
H 1.366 1.054 0.612
H 1.710 0.477 2.970
H 0.012 0.039 2.693
H 1.364 -1.202 2.557
H -2.084 0.898 1.706
H -3.267 1.185 1.236
O -2.433 0.874 0.873
*
```

## Properties
frontier orbital gap (spin up / spin down) = 10.08 / 4.70 eV
F_max = 0.093 hartree/bohr
⟨S²⟩ = 0.770
energy above the lowest of the compared OMol25 structures with the same formula, charge and spin = 3.9243 eV
DFT total energy = -439.04845 a.u.
E_HOMO (spin up / spin down) = -14.21 / -14.16 eV


7.
Density functional theory data (the ωB97M-V functional and the def2-TZVPD basis) for a cluster of 2 separate species, C4H11NOPS in total.

Structure (ORCA input):
```
! wB97M-V def2-TZVPD RIJCOSX def2/J DEFGRID3
* xyz 1 1
C 2.040 -0.408 -0.757
C -2.279 1.771 0.320
C 2.191 -1.456 0.339
C 1.016 -1.748 0.923
N -2.277 0.498 -0.394
O 0.625 -0.306 -1.042
P -0.342 -0.943 0.052
S 2.872 1.109 -0.001
H 2.627 -0.614 -1.675
H -1.158 2.047 0.169
H -3.099 2.491 0.050
H -2.439 1.683 1.412
H 3.183 -1.803 0.693
H 0.770 -2.509 1.668
H -2.432 0.683 -1.398
H -3.046 0.018 -0.005
H -0.738 -0.349 1.304
H -1.087 -1.746 -0.731
H 3.574 1.580 -0.928
*
```

## Properties
frontier orbital gap = 9.57 eV
F_max = 0.072 hartree/bohr
energy above the lowest of the compared OMol25 structures with the same formula, charge and spin = 1.4369 eV
DFT total energy = -1028.21092 a.u.
E_HOMO = -13.24 eV


8.
Density functional theory data (the ωB97M-V functional and the def2-TZVPD basis) for the molecule C4H11NOS.

Structure (ORCA input):
```
! wB97M-V def2-TZVPD RIJCOSX def2/J DEFGRID3
* xyz 0 1
C -1.107 -1.125 1.033
O -0.455 -2.327 1.473
C 0.023 -0.476 0.229
C -0.290 1.059 0.093
C 0.557 1.958 -0.793
S 2.328 1.801 -0.389
N 0.401 -1.197 -0.981
H -1.375 -0.411 1.816
H -2.041 -1.477 0.596
H -1.126 -3.005 1.602
H 0.895 -0.446 0.892
H -0.308 1.677 1.000
H -1.356 1.063 -0.238
H 0.408 1.834 -1.926
H 0.395 3.025 -0.519
H 2.879 1.372 -1.623
H -0.377 -1.186 -1.630
H 0.550 -2.140 -0.636
*
```

## Properties
frontier orbital gap = 9.48 eV
SMILES string = N[C@H](CO)CCS
F_max = 0.042 hartree/bohr
energy above the lowest of the compared OMol25 structures with the same formula, charge and spin = 1.8342 eV
DFT total energy = -687.14193 a.u.
E_HOMO = -8.71 eV


9.
Density functional theory data (the ωB97M-V functional and the def2-TZVPD basis) for a cluster of 2 separate species, C4H11NOS in total.

Structure (ORCA input):
```
! wB97M-V def2-TZVPD RIJCOSX def2/J DEFGRID3
* xyz 0 3
C -3.320 -0.435 -0.513
C 3.301 0.485 0.874
C 2.110 -0.340 -0.906
C -1.036 -0.030 0.985
N 2.143 0.320 0.439
O -2.090 1.889 -0.614
S -1.782 0.461 -0.712
H -3.888 -0.216 0.442
H -2.875 -1.337 -0.426
H 3.630 1.072 1.750
H -3.832 -0.270 -1.343
H 4.165 0.004 0.247
H 1.671 0.534 -1.568
H 3.166 -0.628 -1.081
H 1.470 -1.200 -1.083
H -1.763 0.338 1.717
H -1.041 -1.115 0.818
H -0.031 0.469 0.973
*
```

## Properties
frontier orbital gap (spin up / spin down) = 6.22 / 6.28 eV
F_max = 0.161 hartree/bohr
⟨S²⟩ = 2.006
energy above the lowest of the compared OMol25 structures with the same formula, charge and spin = 2.0993 eV
DFT total energy = -686.90197 a.u.
E_HOMO (spin up / spin down) = -5.47 / -8.95 eV


10.
Density functional theory data (the ωB97M-V functional and the def2-TZVPD basis) for the ion C4H11NOS2 with charge +1.

Structure (ORCA input):
```
! wB97M-V def2-TZVPD RIJCOSX def2/J DEFGRID3
* xyz 1 2
S 2.223 -2.410 0.299
S 1.624 -0.584 -0.145
C -0.122 -0.474 0.194
C -0.781 0.742 -0.474
C -0.513 1.963 0.395
O -1.041 3.177 -0.141
N -2.155 0.380 -0.743
C -3.036 0.192 0.402
H 1.363 -3.199 -0.362
H -0.386 -0.615 1.251
H -0.584 -1.399 -0.180
H -0.340 0.859 -1.472
H -1.130 1.848 1.285
H 0.558 2.127 0.550
H -0.340 3.604 -0.642
H -2.542 1.071 -1.373
H -3.228 1.087 1.002
H -2.634 -0.513 1.139
H -3.924 -0.262 -0.022
*
```

## Properties
frontier orbital gap (spin up / spin down) = 8.31 / 4.24 eV
F_max = 0.033 hartree/bohr
⟨S²⟩ = 0.755
energy above the lowest of the compared OMol25 structures with the same formula, charge and spin = 1.6372 eV
DFT total energy = -1085.02849 a.u.
E_HOMO (spin up / spin down) = -12.70 / -12.61 eV


11.
Density functional theory data (the ωB97M-V functional and the def2-TZVPD basis) for the molecule C4H11NOSi.

Structure (ORCA input):
```
! wB97M-V def2-TZVPD RIJCOSX def2/J DEFGRID3
* xyz 0 1
C 1.439 -0.688 0.301
C 1.133 -2.163 0.291
C -1.915 0.440 0.573
C -0.961 -0.128 -0.459
N 0.523 0.222 -0.033
O 2.543 -0.243 0.604
Si 1.273 1.813 0.003
H 2.042 -2.713 0.524
H 0.372 -2.393 1.038
H 0.769 -2.473 -0.688
H -1.808 1.524 0.629
H -2.941 0.200 0.297
H -1.707 0.022 1.559
H -1.034 -1.210 -0.526
H -1.100 0.327 -1.440
H 0.177 2.649 -0.515
H 2.381 1.859 -0.936
H 1.562 2.158 1.386
*
```

## Properties
frontier orbital gap = 10.54 eV
SMILES string = CCN([SiH3])C(C)=O
F_max = 0.067 hartree/bohr
energy above the lowest of the compared OMol25 structures with the same formula, charge and spin = 0.0000 eV
DFT total energy = -578.50877 a.u.
E_HOMO = -9.72 eV


12.
Density functional theory data (the ωB97M-V functional and the def2-TZVPD basis) for the molecule C4H11NP2.

Structure (ORCA input):
```
! wB97M-V def2-TZVPD RIJCOSX def2/J DEFGRID3
* xyz 0 1
C -2.455 -0.106 0.146
C -0.051 -0.592 -0.648
C 1.379 -1.205 -0.421
C 0.731 1.042 0.974
N -0.045 0.834 -0.323
P -1.273 -1.463 0.431
P -1.581 1.507 -0.287
H -3.055 -0.217 -0.696
H -3.203 0.120 1.044
H -0.266 -0.553 -1.713
H 1.615 -1.399 0.666
H 2.104 -0.676 -1.053
H 1.360 -2.171 -0.932
H 0.480 2.102 1.306
H 0.625 0.140 1.604
H 1.800 1.074 0.819
H -0.629 -0.866 1.564
H -1.838 1.278 -1.565
*
```

## Properties
frontier orbital gap = 9.84 eV
SMILES string = C[C@H]1PCPN1C
F_max = 0.084 hartree/bohr
energy above the lowest of the compared OMol25 structures with the same formula, charge and spin = 1.2162 eV
DFT total energy = -896.39626 a.u.
E_HOMO = -8.79 eV